C24H25KN5S | wB97M-V/def2-TZVPD

Structure (XYZ):
```
56
Properties=species:S:1:pos:R:3:mulliken_charge:R:1
K -0.17543 -0.48294 -1.47860 0.976
S 0.08140 -3.52145 -1.23130 -0.466
N 1.19818 -4.56980 0.91502 -0.051
N 2.08402 0.84305 -1.72982 -0.459
N 0.69603 0.00309 1.09520 0.516
N -2.69282 -0.32429 -2.23946 -0.138
N -0.38234 2.09965 -0.72700 0.423
C 4.32956 0.26832 -1.13572 -0.560
C 0.22571 1.18503 1.51233 0.535
C -1.87379 1.91898 -2.78013 -1.162
C -4.32062 1.39342 -2.51729 -0.601
C -0.59612 -3.15861 1.43421 -0.484
C -3.68177 -1.18286 -1.97642 -0.308
C 1.42827 -4.83849 2.22590 -0.293
C 0.22202 -3.74794 0.43192 0.370
C 0.65638 -4.26518 3.18351 -0.676
C -0.82243 1.85908 0.65104 -1.105
C -5.01597 -0.82090 -1.96179 -0.685
C 0.91432 2.77693 -0.80988 -1.361
C -0.38224 -3.40698 2.75765 -0.190
C 2.13251 1.86677 -0.87471 0.961
C 1.64784 1.14972 3.43582 -0.546
C -1.43911 2.73363 -1.54172 -1.214
C 0.67505 1.78705 2.67797 -0.876
C 2.14212 -0.06516 2.99935 -1.028
C -5.33877 0.49941 -2.23827 -0.403
C -3.00242 0.94527 -2.50881 0.738
C 4.37804 1.33515 -0.25402 -0.509
C 3.15883 0.06518 -1.85004 -0.307
C 3.26329 2.14738 -0.12122 -0.650
C 1.62992 -0.59706 1.82407 -0.491
H -5.77691 -1.55777 -1.74739 0.393
H -1.39652 -2.51040 1.10927 0.431
H 2.90697 -0.60028 3.54482 0.499
H 5.17193 -0.39341 -1.28017 0.437
H 5.27380 1.53107 0.32099 0.430
H -2.31580 2.91804 -0.91487 0.617
H 0.27075 2.74292 2.98351 0.474
H -1.12445 2.79537 1.14308 0.414
H -1.00261 1.39805 -3.18597 0.329
H 0.83489 -4.47996 4.22531 0.433
H 1.04960 3.48490 0.01893 0.225
H 3.08221 -0.75733 -2.55356 0.437
H -1.71598 1.22668 0.61824 0.392
H 1.77610 -5.01262 0.21191 0.242
H 2.23968 -5.52338 2.42305 0.416
H -3.37872 -2.20549 -1.77822 0.430
H -4.54026 2.42663 -2.75367 0.401
H -6.36991 0.82750 -2.24679 0.421
H 2.01620 1.60097 4.34779 0.426
H -1.02584 -2.94040 3.49260 0.423
H -1.09250 3.71673 -1.86629 0.648
H 0.92397 3.37119 -1.72562 0.674
H 1.99118 -1.54807 1.44486 0.594
H -2.20315 2.60613 -3.56100 0.431
H 3.26572 2.98746 0.56139 0.423
```

Values from the calculation:
2S+1 = 1
total charge = +1
electronic energy = -2201.33858 a.u.
largest force on an atom = 0.6 eV Å⁻¹
highest occupied orbital energy = -10.64 eV